# 1
Molecular formula: C13H20BrCl2CuN5S
Method: DFT, ωB97M-V/def2-TZVPD

Element x y z (Å)
Cu  -0.0138  1.0659  -0.7265
Cl  0.0736  1.1545  2.5296
C  -0.9079  2.5652  2.9933
Cl  -2.5014  2.5152  2.2464
H  -0.3925  3.4498  2.6392
H  -1.0186  2.5573  4.0710
C  -1.8208  -3.9701  -0.4525
N  -1.8759  -2.7672  0.3709
C  -2.7708  -2.7268  1.5276
C  -1.1627  -1.7138  0.0751
N  -0.5380  -0.7752  -0.1839
H  -2.8093  -4.1844  -0.8596
H  -1.4866  -4.8154  0.1493
H  -1.1248  -3.8131  -1.2719
H  -3.8074  -2.8079  1.1988
H  -2.6295  -1.7862  2.0532
H  -2.5369  -3.5530  2.1993
Br  -0.0525  4.4441  -0.1271
C  -1.3186  3.7332  -1.3282
C  -2.1369  4.6089  -2.0266
C  -3.0600  4.0730  -2.9026
C  -3.1404  2.6931  -3.0407
C  -2.2864  1.9099  -2.2964
N  -1.3713  2.4148  -1.4488
H  -2.0413  5.6736  -1.8792
H  -3.7120  4.7240  -3.4684
H  -3.8507  2.2295  -3.7087
H  -2.3179  0.8304  -2.3619
S  2.2410  1.5910  -0.7286
C  2.8274  0.0917  -0.1228
N  2.9528  -0.9789  -0.9046
C  3.4627  -2.2694  -0.4559
C  4.4251  -2.0479  0.6981
C  3.7395  -1.2167  1.7674
N  3.1939  -0.0107  1.1541
H  2.6954  -0.8380  -1.8671
H  3.9578  -2.7449  -1.3010
H  2.6308  -2.9099  -0.1483
H  5.3117  -1.5242  0.3363
H  4.7460  -3.0022  1.1124
H  4.4348  -0.9086  2.5465
H  2.9343  -1.7852  2.2425
H  3.0577  0.8246  1.7002

Values from the calculation:
HOMO: -10.85 eV
frontier orbital gap: 0.32197 Ha
net charge: +1


# 2
Molecular formula: C3H11N3
Method: DFT, ωB97M-V/def2-TZVPD

Element x y z (Å)
C  0.9478  -0.8444  0.8531
N  0.5821  -0.1184  -0.3436
C  1.6456  0.7247  -0.8564
N  -0.7058  0.4988  -0.1593
C  -1.6885  -0.3576  -0.8623
N  -1.0734  0.8343  1.1067
H  0.3889  -1.7413  0.9000
H  2.0230  -1.2107  0.5331
H  0.9911  -0.2249  1.8344
H  1.3183  1.4585  -1.6382
H  2.0821  1.4558  0.0188
H  2.4853  0.0255  -1.1511
H  -1.3712  -0.6035  -1.8931
H  -1.6117  -1.2433  -0.2631
H  -2.6668  -0.0590  -0.6815
H  -1.3964  0.0151  1.6467
H  -1.9505  1.3902  0.9557

Values from the calculation:
SMILES string: CN(C)N(C)N
HOMO: -8.07 eV
frontier orbital gap: 0.33528 Ha


# 3
Molecular formula: C5H6N2O2S
Method: DFT, ωB97M-V/def2-TZVPD

Element x y z (Å)
C  -0.8710  1.7868  -0.8281
O  -1.5025  0.5331  -0.6729
S  -2.1216  0.1485  0.8166
C  -1.1989  -1.2950  1.2041
N  -0.2875  -1.8878  0.5916
C  0.4310  -1.6687  -0.5444
C  1.4966  -0.8700  -0.7003
N  1.9509  0.0558  0.1982
C  1.7517  0.6240  1.2225
O  1.7099  1.2877  2.1768
H  -0.1869  1.6794  -1.6713
H  -0.3050  2.0761  0.0598
H  -1.6103  2.5614  -1.0554
H  -1.5774  -1.7334  2.1198
H  0.2127  -2.3794  -1.3309
H  2.1085  -0.9186  -1.5861

Values from the calculation:
SMILES string: COS/C=N\C=C/N=C=O
HOMO: -8.18 eV
frontier orbital gap: 0.32352 Ha


# 4
Molecular formula: C40H43BN10O5PtS
Method: DFT, ωB97M-V/def2-TZVPD

Element x y z (Å)
Pt  -0.5331  0.1926  -0.5991
C  2.6166  -1.0952  0.3309
C  2.3069  0.2915  0.7815
C  3.1359  1.1833  1.4724
C  2.4013  2.3374  1.6059
N  1.1957  2.1502  1.0322
N  1.1412  0.8852  0.5299
B  -0.0770  2.9910  0.8480
N  -0.3697  3.2276  -0.6459
C  -0.4696  4.3726  -1.3597
C  -0.8649  4.0636  -2.6365
C  -0.9987  2.6687  -2.6550
C  -1.4258  1.7862  -3.7771
N  -0.6873  2.1884  -1.4537
N  -1.2538  2.2793  1.5583
C  -1.9295  2.5767  2.6903
C  -2.9457  1.6665  2.8476
C  -2.8341  0.8010  1.7456
C  -3.7152  -0.3384  1.3626
N  -1.8011  1.1735  0.9961
N  0.0193  4.4376  1.4690
C  -1.0852  5.3329  1.5893
C  -0.6003  6.5326  1.9744
C  0.7985  6.3554  2.0758
C  1.8511  7.3014  2.4357
N  1.1207  5.0309  1.7293
H  3.0568  -1.6706  1.1461
H  1.7253  -1.6114  -0.0251
H  3.3463  -1.0756  -0.4807
H  4.1420  1.0092  1.8130
H  2.6627  3.2758  2.0576
H  -0.2394  5.3342  -0.9323
H  -1.0335  4.7455  -3.4518
H  -1.3656  2.3236  -4.7208
H  -0.8041  0.8938  -3.8380
H  -2.4606  1.4704  -3.6349
H  -1.6441  3.4028  3.3219
H  -3.6829  1.6411  3.6317
H  -4.6667  0.0384  0.9845
H  -3.2549  -0.9423  0.5824
H  -3.9409  -0.9680  2.2234
H  -2.0847  4.9958  1.3659
H  -1.1544  7.4354  2.1703
H  1.5533  7.8952  3.3030
H  2.8015  6.8052  2.6093
H  1.9753  8.0214  1.6147
O  -0.7319  -1.9176  1.2830
S  -0.5852  -1.7613  2.7364
C  -1.7437  -2.7097  3.6120
C  -2.5949  -3.5714  2.9137
C  -3.4804  -4.3314  3.6511
C  -3.5290  -4.2019  5.0393
C  -2.6881  -3.3183  5.7131
C  -1.7849  -2.5540  5.0026
C  1.0374  -2.1205  3.3066
C  1.5385  -3.4048  3.0927
C  2.8143  -3.6750  3.5504
C  3.5481  -2.6877  4.2057
C  3.0237  -1.4181  4.4061
C  1.7479  -1.1171  3.9511
H  -2.5384  -3.6504  1.8369
H  -4.1310  -5.0351  3.1502
H  -4.2319  -4.8005  5.6035
H  -2.7396  -3.2324  6.7895
H  -1.1210  -1.8656  5.5109
H  0.9528  -4.1623  2.5878
H  3.2371  -4.6599  3.4051
H  4.5413  -2.9179  4.5675
H  3.6040  -0.6638  4.9191
H  1.3247  -0.1299  4.0868
C  -2.4818  -3.9584  -3.2514
C  -3.0454  -2.5465  -3.4648
C  -2.7239  -2.0375  -4.8783
C  -4.5562  -2.5065  -3.1950
C  -2.3877  -1.6408  -2.5058
N  -1.8975  -0.9151  -1.7664
H  -2.9692  -4.6305  -3.9569
H  -2.6837  -4.3202  -2.2432
H  -1.4081  -3.9920  -3.4348
H  -3.1722  -2.7217  -5.5980
H  -1.6490  -2.0108  -5.0570
H  -3.1402  -1.0447  -5.0482
H  -5.0491  -3.1581  -3.9160
H  -4.9576  -1.5007  -3.3152
H  -4.7924  -2.8665  -2.1937
O  1.9927  1.6232  -2.4415
C  1.9518  0.3701  -2.8190
O  1.0148  -0.3307  -2.4458
C  3.0796  -0.0806  -3.6481
C  3.9054  0.8079  -4.3393
C  4.9512  0.3152  -5.1014
C  5.1806  -1.0533  -5.1725
C  4.3459  -1.9073  -4.4716
C  3.2946  -1.4543  -3.7097
N  4.5860  -3.3692  -4.5301
O  3.7715  -4.0757  -3.9699
O  5.4788  -3.7499  -5.2458
H  3.7210  1.8737  -4.2988
H  5.5897  0.9936  -5.6492
H  5.9899  -1.4649  -5.7592
H  2.6630  -2.1537  -3.1822

Values from the calculation:
multiplicity: 6
HOMO (alpha / beta): -15.31 / -16.15 eV
frontier orbital gap (alpha / beta): 0.30111 / 0.19168 Ha
expectation value of S²: 8.7778
net charge: +3


# 5
Molecular formula: C4H9N2
Method: DFT, ωB97M-V/def2-TZVPD

Element x y z (Å)
C  -0.1356  -1.8656  -0.3287
C  -0.5812  -0.5702  -0.0681
C  0.7149  -0.3227  0.6482
C  1.7375  0.6779  0.0891
N  1.0454  -1.7117  0.2525
N  -1.9639  -0.0815  0.3758
H  -0.4160  -2.7138  -0.7837
H  0.9571  0.2912  -1.8990
H  0.8138  -0.0725  1.7800
H  1.3408  1.7674  0.0203
H  1.8694  0.2713  -1.0457
H  2.6620  0.5958  0.6077
H  -2.4593  0.1916  -0.4010
H  -1.8628  0.5905  1.1874
H  -2.4706  -0.7846  0.9460

Values from the calculation:
HOMO (alpha / beta): -13.95 / -12.75 eV
frontier orbital gap (alpha / beta): 0.35425 / 0.25879 Ha
net charge: +1


# 6
Molecular formula: C6H9NO2
Method: DFT, ωB97M-V/def2-TZVPD

Element x y z (Å)
C  0.1012  -0.5886  1.7688
C  -0.9122  -1.5257  1.0276
C  -0.9175  -0.9808  -0.4399
C  -0.2478  1.4947  -1.1810
C  0.8966  0.5658  -1.6153
C  -0.0065  0.2029  -0.4744
N  0.3974  0.3494  0.8738
O  0.4630  -0.6082  2.8934
O  1.2954  1.3663  1.1131
H  -0.3936  -2.4392  0.8445
H  -1.8646  -1.6501  1.5658
H  -0.3881  -1.7347  -1.0053
H  -1.7977  -0.6617  -0.9424
H  -0.1555  2.3814  -0.6121
H  -0.9670  1.7388  -1.8890
H  0.9402  0.0004  -2.5505
H  1.8250  1.0104  -1.3799
H  1.7316  1.0787  2.0028

Values from the calculation:
multiplicity: 3
HOMO (alpha / beta): -3.45 / -9.72 eV
frontier orbital gap (alpha / beta): 0.15631 / 0.26977 Ha
expectation value of S²: 2.0074


Computed molecular weight, in the same sequence as the records: 492.8, 89.1, 158.2, 981.8, 85.1, 127.1 g/mol.
Computed energy above the lowest of the compared OMol25 structures with the same formula, charge and spin, in the same sequence as the records: 0.0, 87.4, 77.3, 4.1, 191.1, 75.5 kcal/mol.